Record 1
{"formula": "C51H126N2O13", "method": "ωB97M-V/def2-TZVPD", "spin_multiplicity": 1, "e_lumo_ha": 0.00447, "elements": ["C", "C", "C", "O", "H", "H", "H", "H", "H", "H", "H", "H", "C", "C", "C", "O", "H", "H", "H", "H", "H", "H", "H", "H", "C", "C", "C", "O", "H", "H", "H", "H", "H", "H", "H", "H", "C", "C", "C", "O", "H", "H", "H", "H", "H", "H", "H", "H", "C", "C", "C", "O", "H", "H", "H", "H", "H", "H", "H", "H", "C", "C", "C", "O", "H", "H", "H", "H", "H", "H", "H", "H", "C", "C", "C", "O", "H", "H", "H", "H", "H", "H", "H", "H", "C", "C", "C", "O", "H", "H", "H", "H", "H", "H", "H", "H", "C", "C", "C", "O", "H", "H", "H", "H", "H", "H", "H", "H", "C", "C", "C", "O", "H", "H", "H", "H", "H", "H", "H", "H", "C", "C", "C", "O", "H", "H", "H", "H", "H", "H", "H", "H", "C", "C", "C", "C", "C", "C", "N", "O", "C", "C", "C", "H", "H", "H", "H", "H", "H", "H", "H", "H", "H", "H", "H", "H", "H", "H", "H", "H", "H", "H", "C", "C", "C", "C", "C", "C", "N", "O", "C", "C", "C", "H", "H", "H", "H", "H", "H", "H", "H", "H", "H", "H", "H", "H", "H", "H", "H", "H", "H", "H"], "positions_angstrom": [[3.624, 1.756, -3.865], [3.514, 2.494, -5.204], [4.715, 3.324, -5.544], [3.224, 1.529, -6.216], [3.699, 2.468, -3.038], [4.625, 1.301, -3.839], [2.859, 0.995, -3.741], [2.638, 3.151, -5.139], [4.943, 4.090, -4.804], [4.426, 3.819, -6.477], [5.617, 2.735, -5.715], [3.600, 0.687, -5.907], [-4.213, 3.146, 3.707], [-4.760, 2.375, 2.493], [-5.517, 1.155, 2.997], [-5.683, 3.255, 1.825], [-3.940, 4.164, 3.397], [-3.255, 2.784, 4.086], [-4.959, 3.266, 4.492], [-3.947, 2.221, 1.785], [-5.842, 0.533, 2.167], [-6.296, 1.445, 3.697], [-4.797, 0.560, 3.571], [-5.890, 4.028, 2.352], [2.014, -3.060, -5.126], [3.218, -2.264, -4.685], [4.514, -3.048, -4.527], [3.465, -1.215, -5.656], [2.274, -3.633, -6.023], [1.201, -2.367, -5.322], [1.776, -3.849, -4.408], [3.012, -1.687, -3.782], [4.389, -3.866, -3.811], [5.364, -2.407, -4.323], [4.715, -3.606, -5.451], [3.820, -1.582, -6.473], [-0.039, -2.086, 4.453], [-1.045, -3.160, 4.101], [-0.930, -4.405, 4.938], [-2.437, -2.757, 4.178], [-0.211, -1.812, 5.498], [-0.216, -1.176, 3.873], [0.983, -2.413, 4.276], [-0.976, -3.450, 3.047], [0.062, -4.847, 4.764], [-1.591, -5.227, 4.659], [-0.993, -4.269, 6.019], [-2.575, -2.110, 3.478], [2.116, 5.157, -1.240], [3.162, 6.238, -1.385], [4.485, 5.758, -1.978], [2.611, 7.352, -2.100], [1.917, 4.589, -2.152], [1.175, 5.541, -0.844], [2.424, 4.436, -0.471], [3.438, 6.676, -0.424], [4.978, 5.075, -1.281], [5.198, 6.583, -2.051], [4.406, 5.325, -2.975], [2.313, 7.020, -2.956], [0.080, -6.042, 1.420], [1.144, -7.128, 1.273], [1.852, -7.399, 2.596], [0.558, -8.349, 0.822], [-0.583, -5.996, 0.559], [0.559, -5.083, 1.632], [-0.475, -6.249, 2.338], [1.913, -6.781, 0.569], [2.636, -6.643, 2.667], [2.337, -8.364, 2.755], [1.154, -7.391, 3.438], [0.273, -8.218, -0.088], [-1.620, 4.403, 0.367], [-1.056, 5.306, 1.487], [0.219, 4.757, 2.114], [-0.747, 6.592, 0.972], [-1.711, 3.357, 0.646], [-1.037, 4.564, -0.544], [-2.638, 4.752, 0.156], [-1.892, 5.339, 2.196], [1.090, 5.170, 1.608], [0.280, 3.673, 2.033], [0.230, 5.054, 3.163], [-1.443, 6.858, 0.361], [-2.287, 2.213, -5.385], [-1.309, 3.229, -4.789], [-0.151, 2.526, -4.080], [-0.814, 4.120, -5.767], [-3.146, 2.774, -5.762], [-2.677, 1.515, -4.649], [-1.800, 1.681, -6.205], [-1.862, 3.813, -4.048], [0.337, 1.886, -4.822], [-0.495, 1.917, -3.242], [0.568, 3.257, -3.709], [-0.398, 3.600, -6.465], [5.336, -0.171, 2.935], [4.408, -0.572, 4.048], [5.081, -1.051, 5.336], [3.457, 0.447, 4.330], [5.781, -1.038, 2.426], [6.161, 0.509, 3.144], [4.740, 0.164, 2.080], [3.779, -1.395, 3.693], [5.479, -0.180, 5.867], [5.861, -1.786, 5.140], [4.363, -1.495, 6.027], [3.927, 1.232, 4.639], [-0.963, 2.454, 5.963], [0.040, 1.628, 6.758], [1.435, 2.212, 6.762], [-0.422, 1.504, 8.105], [-1.904, 1.897, 6.029], [-0.695, 2.528, 4.906], [-1.232, 3.454, 6.312], [0.003, 0.644, 6.286], [1.386, 3.140, 7.343], [1.792, 2.508, 5.774], [2.161, 1.520, 7.188], [0.005, 2.186, 8.630], [4.950, -4.882, 0.364], [4.957, -6.393, 0.144], [4.749, -6.685, -1.343], [6.227, -6.934, 0.509], [4.028, -4.467, -0.049], [5.764, -4.427, -0.210], [5.084, -4.530, 1.388], [4.237, -6.947, 0.743], [4.819, -7.775, -1.426], [5.600, -6.379, -1.955], [3.814, -6.302, -1.749], [6.936, -6.299, 0.386], [-4.853, 2.503, -1.526], [-5.651, 1.315, -2.065], [-4.733, 0.581, -3.053], [-5.355, -0.728, -3.576], [-5.648, -1.621, -2.376], [-6.487, -0.951, -1.279], [-5.974, 0.385, -0.983], [-6.867, 1.002, -0.052], [-7.964, -1.041, -1.645], [-6.290, -1.788, 0.004], [-6.874, 1.854, -2.822], [-5.374, 3.037, -0.729], [-4.656, 3.192, -2.347], [-3.904, 2.159, -1.103], [-4.621, 1.185, -3.954], [-3.772, 0.318, -2.609], [-4.647, -1.169, -4.280], [-6.250, -0.506, -4.161], [-4.672, -1.969, -2.019], [-6.191, -2.511, -2.703], [-8.291, -2.076, -1.756], [-8.589, -0.654, -0.834], [-8.275, -0.486, -2.529], [-5.256, -1.679, 0.333], [-6.918, -1.344, 0.779], [-6.567, -2.828, -0.155], [-7.667, 2.240, -2.178], [-7.389, 1.112, -3.432], [-6.569, 2.678, -3.470], [-6.241, 1.503, 0.485], [1.378, -2.363, -1.075], [1.537, -1.473, 0.155], [2.424, -0.241, -0.022], [1.711, 0.924, -0.695], [0.440, 1.326, 0.055], [-0.499, 0.180, 0.383], [0.259, -1.029, 0.719], [-0.570, -2.108, 1.048], [-1.380, 0.552, 1.566], [-1.385, -0.107, -0.875], [2.255, -2.327, 1.229], [0.714, -3.211, -0.892], [2.321, -2.841, -1.357], [1.034, -1.800, -1.947], [2.888, 0.015, 0.935], [3.342, -0.459, -0.586], [1.506, 0.594, -1.718], [2.378, 1.785, -0.768], [0.038, 2.086, -0.621], [0.704, 1.842, 0.980], [-2.057, 1.363, 1.288], [-2.029, -0.281, 1.835], [-0.799, 0.900, 2.421], [-1.604, 0.788, -1.457], [-0.780, -0.714, -1.561], [-2.273, -0.725, -0.726], [2.240, -1.776, 2.167], [3.280, -2.608, 0.980], [1.767, -3.302, 1.302], [-0.925, -2.464, 0.214]], "lowdin_charge": [-0.05, -0.51, -0.05, -0.06, 0.07, 0.09, 0.06, 0.12, 0.06, 0.09, 0.09, 0.04, -0.05, -0.45, -0.03, -0.07, 0.07, 0.06, 0.09, 0.11, 0.06, 0.09, 0.09, 0.08, -0.05, -0.47, -0.05, -0.09, 0.08, 0.09, 0.08, 0.12, 0.07, 0.08, 0.08, 0.10, -0.04, -0.49, -0.07, -0.06, 0.08, 0.06, 0.07, 0.11, 0.07, 0.08, 0.08, 0.06, -0.06, -0.48, -0.05, -0.05, 0.07, 0.06, 0.08, 0.14, 0.08, 0.08, 0.05, 0.09, -0.05, -0.49, -0.05, -0.05, 0.08, 0.06, 0.07, 0.11, 0.07, 0.08, 0.08, 0.09, -0.05, -0.48, -0.03, -0.04, 0.05, 0.07, 0.08, 0.12, 0.07, 0.05, 0.08, 0.09, -0.05, -0.50, -0.05, -0.04, 0.08, 0.05, 0.08, 0.13, 0.09, 0.06, 0.06, 0.09, -0.06, -0.51, -0.05, -0.06, 0.08, 0.08, 0.06, 0.11, 0.08, 0.08, 0.08, 0.09, -0.07, -0.49, -0.06, -0.05, 0.07, 0.06, 0.08, 0.12, 0.08, 0.07, 0.08, 0.08, -0.06, -0.48, -0.06, -0.05, 0.06, 0.08, 0.08, 0.12, 0.08, 0.08, 0.07, 0.08, -0.02, -0.51, -0.14, -0.17, -0.14, -0.52, -0.07, -0.02, -0.03, -0.03, -0.02, 0.07, 0.09, 0.07, 0.10, 0.10, 0.11, 0.10, 0.11, 0.12, 0.09, 0.09, 0.07, 0.08, 0.07, 0.09, 0.09, 0.06, 0.08, 0.05, -0.03, -0.49, -0.13, -0.16, -0.13, -0.48, -0.09, -0.02, -0.02, -0.01, -0.02, 0.08, 0.08, 0.07, 0.10, 0.13, 0.10, 0.10, 0.10, 0.11, 0.05, 0.08, 0.08, 0.06, 0.07, 0.08, 0.07, 0.07, 0.06, 0.10]}


Record 2
{"formula": "C4H15N2O", "method": "ωB97M-V/def2-TZVPD", "s_squared": 0.750, "spin_multiplicity": 2, "e_lumo_ha": [0.03165, 0.02512], "elements": ["C", "N", "C", "C", "N", "C", "H", "H", "H", "H", "H", "H", "H", "H", "H", "H", "H", "H", "H", "H", "H", "O"], "positions_angstrom": [[0.221, 0.701, 1.461], [-1.135, 1.140, 1.100], [-2.078, 0.048, 1.428], [0.791, -0.257, 0.343], [0.339, 0.120, -0.994], [0.802, 1.411, -1.515], [0.858, 1.506, 1.759], [0.157, -0.017, 2.306], [-1.314, 2.058, 1.478], [-2.057, -0.337, 2.449], [-3.074, 0.460, 1.140], [-1.940, -0.717, 0.649], [1.892, -0.198, 0.389], [0.557, -1.304, 0.565], [-0.751, 0.070, -0.952], [0.537, -0.699, -1.621], [0.045, 2.153, -1.224], [1.804, 1.775, -1.366], [0.787, 1.465, -2.605], [0.425, -3.224, -1.604], [1.878, -3.428, -1.713], [1.257, -2.725, -1.472]], "nbo_charge": [-0.24, -0.66, -0.48, -0.27, -0.76, -0.49, 0.20, 0.18, 0.37, 0.18, 0.21, 0.17, 0.21, 0.24, 0.28, 0.40, 0.23, 0.23, 0.23, 0.40, 0.46, -1.08]}


Record 3
{"formula": "C2H3F2IO", "method": "ωB97M-V/def2-TZVPD", "spin_multiplicity": 1, "e_lumo_ha": 0.01336, "elements": ["C", "C", "O", "F", "F", "I", "H", "H", "H"], "positions_angstrom": [[0.272, 0.315, 0.854], [-0.369, 0.093, -1.174], [-0.376, -0.641, 1.532], [-0.938, 1.248, -1.517], [-1.256, -0.897, -1.169], [2.402, 0.252, 0.888], [-0.105, 1.294, 1.115], [0.519, -0.125, -1.773], [-0.149, -1.540, 1.245]], "nbo_charge": [-0.07, 0.56, -0.69, -0.33, -0.33, 0.05, 0.19, 0.13, 0.49]}


Record 4
{"formula": "C16H11F4N2", "method": "ωB97M-V/def2-TZVPD", "smiles": "N#[N+]C[C@H](/C=C/c1cc(F)cc(F)c1)c1cc(F)cc(F)c1", "charge": 1, "spin_multiplicity": 1, "e_lumo_ha": -0.22714, "elements": ["N", "N", "C", "C", "C", "C", "C", "C", "C", "F", "C", "C", "F", "C", "C", "C", "C", "F", "C", "C", "F", "C", "H", "H", "H", "H", "H", "H", "H", "H", "H", "H", "H"], "positions_angstrom": [[2.291, 7.141, -0.272], [2.360, 6.095, 0.207], [2.307, 4.575, 0.711], [1.472, 3.352, 0.260], [1.555, 2.021, 0.997], [0.879, 1.707, 2.134], [1.181, 0.580, 3.008], [0.559, 0.467, 4.285], [0.917, -0.574, 5.103], [0.340, -0.704, 6.336], [1.839, -1.557, 4.735], [2.410, -1.437, 3.477], [3.290, -2.397, 3.066], [2.106, -0.419, 2.604], [1.667, 3.210, -1.257], [2.418, 2.159, -1.826], [2.821, 2.312, -3.156], [3.711, 1.409, -3.674], [2.336, 3.324, -3.949], [1.444, 4.216, -3.389], [0.981, 5.234, -4.167], [0.987, 4.115, -2.083], [3.379, 4.279, 0.592], [2.068, 4.758, 1.779], [0.326, 3.678, 0.531], [1.956, 1.130, 0.499], [0.209, 2.453, 2.559], [-0.189, 1.190, 4.653], [2.089, -2.365, 5.366], [2.596, -0.375, 1.629], [2.910, 1.392, -1.225], [2.706, 3.450, -4.955], [0.297, 4.885, -1.722]], "nbo_charge": [0.36, 0.13, -0.20, -0.29, -0.22, -0.10, -0.07, -0.27, 0.43, -0.31, -0.31, 0.42, -0.31, -0.26, -0.01, -0.29, 0.44, -0.30, -0.34, 0.44, -0.31, -0.32, 0.28, 0.28, 0.25, 0.22, 0.20, 0.24, 0.26, 0.23, 0.24, 0.27, 0.23]}


Computed values of total energy (unit: eV) for the preceding records, in sequence: -84524.4997, -9414.7254, -17703.5961, -30609.5643.
Computed values of energy above the lowest of the compared OMol25 structures with the same formula, charge and spin (unit: kcal per mole) for the preceding records, in sequence: 31.4, 56.8, 54.9, 97.9.